# 1
{
  "formula": "C40H66CrN5OSi4Te",
  "method": "ωB97M-V with the def2-TZVPD basis set",
  "max_force_ha_per_bohr": 0.034,
  "spin_multiplicity": 2,
  "e_homo_ev": [-6.2, -6.4],
  "energy_ha": -4383.3211,
  "molar_mass_g_mol": 924.94,
  "s2": 0.775,
  "symbols": ["H", "C", "H", "C", "H", "C", "C", "H", "C", "H", "H", "H", "C", "C", "H", "H", "C", "H", "Si", "H", "C", "C", "H", "H", "C", "H", "C", "H", "H", "C", "C", "H", "C", "C", "C", "H", "H", "H", "H", "N", "H", "H", "C", "H", "H", "H", "N", "Si", "H", "H", "H", "H", "H", "Cr", "H", "H", "C", "C", "C", "C", "C", "H", "C", "H", "H", "Si", "C", "C", "C", "N", "H", "H", "H", "N", "H", "H", "H", "H", "C", "C", "H", "H", "C", "Si", "H", "C", "H", "H", "H", "C", "H", "H", "O", "H", "C", "C", "H", "H", "C", "H", "C", "N", "H", "H", "H", "H", "C", "H", "H", "H", "C", "H", "H", "Te", "C", "C", "H", "H"],
  "coordinates": [[-2.25, -1.18, -5.47], [0.97, 4.04, 1.48], [0.29, 2.47, -1.32], [2.63, 2.44, 2.53], [-5.39, 0.37, -0.66], [0.50, -4.77, -1.41], [-3.41, -4.26, 0.56], [1.06, 1.48, -7.25], [2.42, 3.81, 1.94], [-0.63, 0.27, 5.61], [2.90, -0.60, -4.11], [4.86, 0.56, -1.32], [-1.70, -2.57, 0.11], [1.17, 0.38, 2.63], [-1.19, -4.48, 4.39], [1.36, 4.30, -0.60], [2.79, 0.02, -5.00], [0.70, 3.04, -6.49], [-1.13, -3.13, -4.43], [2.31, -0.24, -1.99], [-1.19, -2.46, 3.70], [4.03, 0.65, 0.68], [-1.59, 2.24, 1.63], [-1.44, -2.73, 2.67], [3.41, -0.37, 3.51], [0.64, -2.71, -2.75], [-2.51, -3.56, -3.28], [2.51, -0.64, -5.83], [3.78, 0.44, -5.24], [-0.76, -3.10, 5.98], [2.22, 2.68, -3.65], [3.15, -3.81, -0.80], [2.67, 0.01, -0.99], [-2.09, -3.90, 0.30], [2.66, 0.35, 1.19], [1.03, 0.67, 3.67], [-0.35, 4.33, -0.16], [-2.97, -2.66, -2.85], [-0.56, -4.85, -1.68], [1.89, -0.07, 0.00], [1.07, -4.62, -2.33], [-0.59, 0.32, -5.22], [3.80, 0.80, 4.02], [3.93, 2.99, 4.04], [0.81, -5.73, -0.98], [2.37, 2.29, -2.65], [-0.07, -0.02, 2.00], [1.57, 1.41, -4.84], [-1.88, 2.44, -1.81], [0.76, 5.10, 1.63], [4.50, 0.77, 4.85], [0.37, -4.98, 1.70], [-5.40, -3.50, 0.87], [-0.13, -0.23, 0.13], [-0.78, 1.75, -4.24], [4.86, 0.96, 1.30], [-1.06, -3.44, 4.66], [-2.66, -1.55, 0.21], [3.44, 2.16, 3.55], [0.19, -2.14, -3.56], [-2.91, 2.18, -1.57], [0.22, -5.20, -4.34], [1.12, -4.20, 1.49], [-2.87, 3.40, 1.17], [-5.39, 2.04, -0.05], [-3.13, 1.21, 0.02], [-0.75, -0.77, 5.35], [-1.82, -2.12, -5.83], [4.03, 0.45, -0.63], [1.87, 1.44, 1.84], [-3.67, -5.30, 0.70], [2.17, -1.61, 2.20], [0.36, -4.41, -5.92], [-0.35, -2.15, -0.14], [-3.33, 1.63, -2.43], [-3.22, 2.10, 2.33], [0.29, 3.49, 2.12], [-1.23, 0.92, 3.47], [2.39, -0.56, 2.41], [-3.98, -1.93, 0.49], [1.06, -3.47, 2.31], [3.12, 3.95, 1.11], [0.60, 3.83, 0.02], [0.87, -3.41, -0.17], [-3.29, -4.11, -3.84], [-0.16, 0.86, -4.37], [-1.06, -1.89, -6.59], [-0.39, -1.48, 7.34], [-0.67, -3.86, 6.74], [-4.36, -3.26, 0.65], [2.38, 2.60, -6.85], [1.53, 3.53, -3.60], [0.48, 2.45, -0.38], [3.11, -2.25, 0.05], [-1.02, -1.11, 4.03], [-0.61, -1.76, 6.32], [2.59, -2.36, -1.66], [-1.09, -5.34, -5.52], [-0.33, -4.66, -5.11], [-2.63, -2.68, -6.32], [2.58, -2.87, -0.69], [-2.18, -0.24, 0.07], [2.11, -4.67, 1.52], [-4.74, -1.16, 0.60], [-2.19, -4.19, -2.44], [-2.11, -0.19, 2.44], [-1.17, -0.05, 2.97], [3.18, 3.06, -4.01], [3.80, -1.27, 3.97], [-5.34, 0.69, 1.09], [1.41, 2.21, -6.51], [2.69, 4.55, 2.69], [-1.35, -4.69, 0.26], [-0.68, -0.40, -2.68], [-2.66, 2.35, 1.42], [-4.99, 1.04, 0.12], [-3.46, 3.12, -1.48], [0.98, -1.82, -4.24]],
  "mulliken_spin": [0.00, 0.00, 0.00, 0.00, 0.00, 0.00, 0.01, 0.00, 0.00, 0.00, 0.00, 0.00, -0.01, -0.01, 0.00, 0.00, 0.00, 0.00, 0.00, -0.01, 0.00, -0.01, 0.00, 0.00, 0.00, 0.00, 0.00, 0.00, 0.00, 0.00, 0.00, 0.00, 0.00, 0.00, -0.03, 0.00, 0.00, 0.00, 0.00, -0.02, 0.00, 0.00, 0.00, 0.00, 0.00, 0.00, -0.09, 0.00, 0.00, 0.00, 0.00, 0.00, 0.00, 1.10, 0.00, 0.00, 0.00, 0.00, 0.00, 0.00, 0.00, 0.00, 0.00, 0.00, 0.00, 0.01, 0.00, 0.00, 0.00, 0.02, 0.00, 0.00, 0.00, -0.03, 0.00, 0.00, 0.00, 0.00, 0.01, 0.01, 0.00, 0.00, 0.00, 0.01, 0.00, 0.00, 0.00, 0.00, 0.00, -0.01, 0.00, 0.00, 0.00, 0.00, 0.00, 0.00, 0.00, 0.00, 0.00, 0.00, 0.00, 0.03, 0.00, 0.00, 0.00, 0.01, 0.03, 0.00, 0.00, 0.00, 0.00, 0.00, 0.00, -0.01, 0.01, 0.00, 0.00, 0.00]
}

***

# 2
{
  "formula": "C40H68BBrCl2F2O14S5Si",
  "method": "ωB97M-V with the def2-TZVPD basis set",
  "max_force_ha_per_bohr": 0.134,
  "e_homo_ev": 0.7,
  "energy_ha": -8617.1526,
  "molar_mass_g_mol": 1161.01,
  "total_charge": -2,
  "symbols": ["H", "H", "H", "H", "H", "C", "H", "H", "H", "S", "H", "C", "H", "H", "H", "H", "H", "O", "H", "H", "H", "C", "S", "H", "H", "H", "C", "H", "H", "C", "C", "O", "H", "S", "C", "C", "C", "H", "H", "F", "H", "H", "H", "F", "H", "H", "C", "Br", "B", "H", "H", "C", "H", "C", "O", "H", "H", "C", "O", "O", "H", "H", "C", "C", "H", "O", "C", "H", "C", "C", "H", "H", "C", "C", "O", "H", "H", "H", "C", "C", "Cl", "C", "C", "Cl", "O", "C", "O", "C", "C", "H", "C", "C", "H", "H", "S", "H", "H", "C", "H", "O", "C", "H", "C", "H", "H", "H", "C", "C", "S", "H", "C", "H", "H", "O", "C", "Si", "H", "H", "C", "H", "H", "H", "H", "C", "O", "C", "C", "O", "H", "H", "H", "H", "O", "H"],
  "coordinates": [[4.71, 3.07, 8.78], [-3.45, 1.16, -0.09], [-9.72, 0.65, -4.81], [-6.29, -5.54, -2.30], [5.24, 1.68, -5.79], [5.99, 1.61, 4.23], [0.92, -3.33, 7.41], [-3.77, -6.21, -2.82], [6.83, 0.57, 2.50], [-8.49, -2.19, -4.37], [1.03, 3.02, -2.28], [-9.64, -1.10, -3.55], [1.36, -1.63, 7.77], [-1.98, -3.52, 7.45], [5.86, 0.66, 4.75], [7.61, 3.26, 8.74], [-2.78, -2.21, 8.33], [-8.94, -3.55, -4.19], [-0.48, -2.94, 9.32], [4.58, 1.09, 1.18], [-2.51, -1.90, 5.70], [5.42, 0.75, -5.10], [3.65, 2.15, 3.11], [-10.37, -1.71, -3.02], [-0.63, -1.22, 8.95], [-4.11, -2.24, -1.91], [4.78, 4.13, 9.06], [-1.94, -0.54, 6.72], [-11.31, 0.03, -4.37], [1.82, 1.20, -3.43], [-10.29, -0.26, -4.65], [2.81, 1.31, -6.66], [1.77, 2.61, 1.31], [-0.13, -1.82, 5.92], [1.51, 0.38, -4.85], [1.32, 2.83, -7.84], [-2.94, 0.32, 0.58], [5.52, 1.16, -3.99], [6.90, 2.08, 4.63], [2.38, 0.29, -2.37], [-0.14, -4.43, -5.10], [5.03, 3.56, 4.41], [7.57, 1.13, -5.77], [2.94, 2.17, -3.73], [2.33, 1.81, -0.30], [0.56, -0.91, 1.95], [0.57, 2.12, -2.92], [7.72, -0.91, -4.04], [1.39, 1.37, -7.09], [-0.55, 0.19, -2.07], [-1.61, 1.74, -2.25], [0.50, -0.86, -4.49], [8.05, 4.96, 9.10], [7.23, 4.29, 8.83], [-7.13, -1.78, -4.06], [-4.71, -5.53, -4.19], [-5.00, -0.90, 1.07], [6.11, 1.36, 2.73], [2.57, 3.67, -7.85], [7.10, 6.06, 6.87], [6.78, -0.40, -6.54], [6.21, 3.65, 10.64], [-3.85, -0.87, 1.26], [0.72, -2.22, -5.37], [6.06, 5.37, 10.28], [0.41, -0.53, 5.54], [-1.81, -1.60, 6.48], [-6.39, -2.96, -1.92], [0.54, -2.30, 7.50], [6.08, 4.37, 9.83], [-1.29, 4.11, -0.55], [-11.02, -1.92, -5.84], [1.52, 1.72, 0.54], [0.09, -3.47, -4.45], [-2.85, -3.74, -4.68], [-0.05, 2.64, -3.78], [-10.54, -0.51, -6.81], [-2.15, 3.21, 0.97], [-1.12, 3.44, 0.41], [6.92, 0.16, -5.53], [-0.23, -2.23, -6.99], [-0.52, 1.35, -1.96], [-0.60, -0.88, 1.76], [-1.23, -0.24, -4.93], [0.27, 3.35, -8.50], [-5.42, -4.88, -2.24], [6.59, 3.62, 6.36], [-8.88, -1.68, -6.03], [-1.30, 0.28, 0.85], [-8.16, -0.90, -6.32], [-4.44, -2.70, -2.84], [-1.90, -2.46, 7.73], [-1.00, -2.92, 3.08], [1.83, -2.51, -5.57], [6.56, 4.77, 7.25], [-0.45, 4.04, 1.19], [4.75, 6.05, 8.05], [-4.32, -5.34, -3.19], [4.44, -0.01, 2.59], [0.67, 1.17, -5.81], [-10.28, -1.10, -5.93], [2.71, -0.75, -6.66], [4.24, -0.38, -5.12], [4.67, -1.33, -5.68], [-0.86, -3.10, -3.86], [4.28, 2.27, 5.40], [-1.52, -2.08, 2.45], [-0.61, -2.22, 8.50], [-3.23, -3.93, -3.30], [-9.09, -0.47, -2.84], [2.83, 0.08, -5.82], [1.00, 0.64, -7.92], [-4.51, -1.95, -3.63], [-0.09, -2.97, 5.04], [4.88, 4.99, 7.81], [-0.31, 1.72, -0.06], [-3.84, -2.90, 2.59], [3.90, 4.38, 9.66], [4.71, 1.00, 2.26], [-6.31, -3.47, -3.61], [0.54, -1.20, -3.35], [-5.06, -4.89, -1.21], [0.91, -3.74, -3.64], [-3.14, -2.05, 2.16], [3.52, 3.34, 2.29], [-5.76, -3.45, -2.66], [4.77, 2.50, 4.45], [2.50, 1.43, 3.62], [-8.81, -2.53, -6.71], [4.18, 4.69, 7.03], [4.10, -0.73, -3.98], [1.76, 0.72, 1.15], [-2.25, -4.03, -2.24], [6.45, 2.28, 2.22]],
  "lowdin_charge": [0.12, 0.09, 0.12, 0.11, 0.13, -0.23, 0.10, 0.10, 0.12, 0.69, 0.12, -0.22, 0.10, 0.12, 0.12, 0.11, 0.11, -0.32, 0.11, 0.11, 0.11, -0.27, 0.66, 0.11, 0.12, 0.10, -0.23, 0.11, 0.11, -0.18, -0.22, -0.07, 0.03, 0.67, -0.23, -0.38, -0.07, 0.10, 0.09, -0.06, 0.08, 0.09, 0.08, -0.03, 0.05, 0.08, -0.12, 0.45, -0.75, 0.06, 0.09, -0.46, 0.10, -0.23, -0.33, 0.11, 0.06, -0.22, -0.37, -0.32, 0.08, 0.11, -0.11, -0.63, 0.12, -0.31, -0.23, 0.11, -0.23, -0.22, 0.05, 0.12, -0.21, -0.18, -0.34, 0.15, 0.12, 0.03, -0.23, -0.61, 0.49, -0.29, -0.03, 0.59, -0.24, -0.22, -0.32, -0.23, -0.19, 0.12, -0.20, -0.23, 0.06, 0.11, 0.69, 0.04, 0.11, -0.24, 0.11, -0.14, -0.23, 0.15, -0.14, 0.10, 0.03, 0.10, -0.06, -0.23, 0.66, 0.11, -0.20, 0.09, 0.11, -0.34, -0.23, 0.55, 0.07, 0.12, -0.23, 0.07, 0.12, 0.12, 0.09, -0.10, -0.33, -0.25, -0.25, -0.34, 0.11, 0.11, 0.11, 0.03, -0.33, 0.12]
}

***

# 3
{
  "formula": "C40H70FO6P2",
  "method": "ωB97M-V with the def2-TZVPD basis set",
  "max_force_ha_per_bohr": 0.094,
  "de_lowest_kcal_mol": 0.0,
  "e_homo_ev": -10.3,
  "energy_ha": -2799.6894,
  "molar_mass_g_mol": 727.94,
  "total_charge": 1,
  "symbols": ["H", "H", "C", "H", "O", "H", "F", "C", "H", "C", "C", "H", "C", "H", "H", "C", "H", "H", "C", "H", "C", "H", "C", "H", "C", "H", "C", "H", "H", "H", "C", "H", "H", "H", "C", "H", "C", "H", "O", "C", "C", "H", "H", "H", "H", "H", "C", "H", "C", "H", "H", "C", "O", "H", "C", "H", "H", "H", "P", "H", "H", "H", "C", "C", "H", "H", "H", "H", "O", "H", "H", "H", "C", "C", "H", "C", "H", "H", "H", "H", "H", "H", "C", "H", "H", "H", "H", "H", "H", "H", "H", "H", "O", "P", "H", "H", "H", "C", "H", "C", "C", "H", "C", "C", "H", "H", "C", "C", "C", "C", "H", "C", "H", "H", "C", "O", "C", "C", "C"],
  "coordinates": [[4.46, 3.34, 4.09], [2.71, 3.90, -7.66], [3.59, 0.56, 4.52], [0.91, 2.59, -5.80], [0.44, 0.41, -0.09], [1.38, 0.27, -4.36], [4.50, 0.74, 5.61], [-1.34, -2.07, -8.83], [-1.56, -4.54, 4.47], [3.10, 1.82, -7.25], [-0.97, -1.89, -3.92], [-1.01, 1.71, -6.80], [1.15, 1.31, -4.10], [1.36, 2.85, -8.06], [0.92, -2.48, -6.76], [0.60, 3.28, 7.28], [-0.50, 3.63, 7.20], [-1.01, -2.91, -8.22], [0.85, -0.80, 9.08], [-1.92, -2.33, -3.60], [0.05, -2.13, -2.82], [-3.69, -0.58, 8.59], [-0.38, 0.22, 9.35], [1.48, -0.83, -8.75], [1.75, -2.55, 2.48], [2.83, 1.92, -6.20], [2.23, -1.07, 2.94], [-1.85, -0.83, -11.33], [-0.40, 2.68, -4.69], [1.37, -1.55, -5.38], [3.33, 3.22, 4.22], [-1.46, -1.63, 0.99], [-2.78, 2.87, 3.81], [-1.47, -2.57, -5.88], [0.21, -2.62, 2.03], [-0.49, 0.05, -10.61], [1.36, 0.07, -8.15], [0.85, 4.40, 5.33], [2.54, -3.52, 2.45], [0.55, 1.37, -2.70], [0.53, -1.77, -6.03], [1.17, 0.83, -2.00], [-2.63, -2.12, 2.73], [1.78, -0.33, 9.56], [-0.79, -3.00, -10.68], [0.17, -3.19, -2.62], [-4.18, -1.70, 6.69], [-1.40, 0.69, -5.46], [2.79, 0.39, -7.72], [-4.73, -1.23, 5.79], [-1.59, 0.08, -8.64], [0.53, -0.23, 0.99], [-0.03, 1.61, 9.10], [3.61, -1.83, 4.64], [2.83, 3.47, 5.76], [-2.39, -2.28, -9.10], [1.03, -1.72, -3.07], [-3.77, 3.54, 5.20], [-2.27, -1.05, 5.00], [3.28, 2.69, 6.48], [-4.64, 1.33, 5.33], [2.79, 2.89, -9.11], [-2.98, 2.75, 4.92], [-2.49, -2.52, 3.80], [0.12, -4.76, 2.63], [-2.19, -0.86, -7.31], [1.77, 1.48, 7.87], [-2.01, 2.98, 5.52], [-2.74, -1.49, 6.57], [3.11, -0.31, -6.94], [0.99, 0.83, -8.85], [0.15, 1.06, 7.02], [-4.65, -0.83, 7.99], [-0.37, -1.53, 1.30], [3.44, 0.20, -8.58], [-3.48, 1.26, 5.32], [-0.46, 0.95, -2.68], [0.70, -1.83, 9.55], [2.78, 4.03, 3.61], [3.24, 4.51, 6.04], [2.11, 1.83, -4.05], [-0.60, 0.13, 10.48], [-0.79, -0.90, -11.06], [1.49, 2.42, 1.97], [-5.34, -1.44, 8.68], [4.18, 1.96, -7.28], [0.53, -2.17, -9.92], [0.49, 2.41, -2.36], [-3.48, -3.06, 4.05], [-0.28, -1.65, -1.89], [0.79, 2.58, 5.13], [-0.44, -3.08, 4.50], [-0.77, -0.63, 5.08], [0.08, -0.33, -6.99], [-0.25, -3.53, -5.08], [0.99, -0.98, 7.95], [-1.16, -0.82, -4.02], [-1.29, -3.58, 3.89], [-1.35, -0.10, 8.82], [0.65, 1.75, 7.82], [-0.65, -3.94, 2.43], [-4.42, -2.81, 6.81], [2.95, 1.74, 3.74], [2.45, 2.92, -8.07], [-1.44, -4.21, 1.66], [1.13, 3.94, 8.06], [-0.54, -2.08, -10.14], [1.23, 3.41, 5.80], [1.96, 1.57, 2.55], [-1.35, -0.78, -8.01], [-3.12, 1.04, 6.38], [1.58, 0.13, 2.15], [-5.11, 0.18, 7.68], [-0.22, -1.02, -11.98], [3.22, -0.90, 4.11], [-3.14, 0.25, 4.33], [0.28, 1.97, -5.16], [-0.55, 1.05, -6.05], [-0.57, -2.50, -5.26]],
  "lowdin_charge": [0.12, 0.08, -0.09, 0.08, 0.00, 0.07, -0.02, -0.23, 0.12, -0.25, -0.25, 0.11, -0.25, 0.06, 0.11, -0.17, 0.10, 0.10, -0.10, 0.12, -0.09, 0.07, -0.25, 0.09, -0.24, 0.07, -0.03, 0.09, 0.12, 0.09, -0.16, 0.11, 0.08, 0.10, -0.10, 0.05, -0.27, 0.12, 0.06, -0.11, -0.26, 0.05, 0.08, 0.09, 0.12, 0.08, -0.27, 0.10, -0.21, 0.11, 0.10, -0.24, -0.19, 0.12, -0.19, 0.12, 0.07, 0.08, 0.70, 0.10, 0.12, 0.09, -0.07, -0.21, 0.12, 0.10, 0.12, 0.06, -0.28, 0.11, 0.10, 0.12, -0.07, 0.05, 0.12, -0.28, 0.07, 0.08, 0.12, 0.12, 0.11, 0.12, -0.10, 0.12, 0.08, 0.12, 0.09, 0.09, 0.10, 0.06, 0.11, 0.11, -0.34, 1.00, 0.13, 0.07, 0.07, -0.21, 0.10, -0.22, -0.12, 0.13, -0.10, -0.10, 0.12, 0.12, -0.26, -0.22, 0.06, -0.27, 0.11, -0.03, 0.08, 0.08, 0.09, -0.26, -0.22, -0.26, -0.22]
}